The following is a quantum chemistry calculation of 3 unconnected molecules or ions with the total composition C14H12Br2O4, from the Open Molecules 2025 dataset.

Positions of all 32 atoms, in Å:
1 O -0.3793 -3.0918 -4.9483
2 C -0.4329 -2.2335 -4.1026
3 C -1.6830 -1.9952 -3.3265
4 C -1.6771 -1.2548 -2.2195
5 C -0.4647 -0.5265 -1.7782
6 O -0.3996 0.0760 -0.7268
7 C 0.7292 -0.6448 -2.6614
8 C 0.7587 -1.4355 -3.7250
9 H -2.5866 -2.4679 -3.6869
10 H -2.5992 -1.0899 -1.6687
11 H 1.6173 -0.1259 -2.3142
12 H 1.6480 -1.4956 -4.3378
13 O -2.6579 -0.9913 1.3536
14 C -1.5499 -0.9329 1.8235
15 C -1.0894 0.1646 2.7175
16 C 0.2064 0.3385 2.9525
17 C 1.2427 -0.5558 2.3727
18 O 2.4160 -0.2705 2.4038
19 C 0.7414 -1.8255 1.7812
20 C -0.5456 -1.9963 1.5382
21 H -1.8250 0.7912 3.2092
22 H 0.5216 1.1279 3.6289
23 H 1.4498 -2.5907 1.4842
24 H -0.9442 -2.9176 1.1297
25 Br -0.3086 4.5909 -0.1554
26 C 0.2853 3.0202 0.7720
27 C 1.6215 3.1696 1.4398
28 Br 1.6569 4.5628 2.7988
29 H 0.3627 2.1936 0.0658
30 H -0.4551 2.7136 1.5044
31 H 2.4151 3.4483 0.7517
32 H 1.9255 2.2447 1.9239

Cartesian forces (eV/Å) of the 2 atoms listed first:
-0.01 -0.14 -0.39
-0.08 -0.03 0.29

Output
- SMILES: O=C1C=CC(=O)C=C1.O=C1C=CC(=O)C=C1.BrCCBr
- ΔE to the lowest compared entry with this formula, charge and spin: 0.00 kcal per mole
- Highest occupied orbital energy: -9.95 eV


The following is a quantum chemistry calculation of 5 unconnected molecules or ions with the total composition C14H12Cl16F4O3S in a non-equilibrium geometry, from the Open Molecules 2025 dataset.

Positions of all 50 atoms, in Å:
1 O 0.8172 -4.1019 -1.5129
2 C 0.5213 -3.0958 -0.9161
3 O 0.4539 -2.9325 0.4329
4 C 0.0833 -1.5309 0.6622
5 C -1.4338 -1.6157 0.6385
6 C -2.1700 -0.2610 0.7128
7 C -3.4164 -0.1897 -0.0844
8 F -4.3174 -1.1848 0.0262
9 C -3.7049 0.8721 -0.8556
10 F -2.8342 1.3514 -1.7276
11 F -4.8185 1.5683 -0.8255
12 C 0.7885 -0.9588 -0.5729
13 S 2.6048 -1.4174 -0.7412
14 C 0.7175 0.5236 -0.8886
15 C 1.4001 1.3836 0.1822
16 C 0.4355 2.1496 1.0934
17 F -0.7467 2.4889 0.4849
18 O 0.2250 -1.8564 -1.5209
19 H 0.5211 -1.2032 1.5972
20 H -1.8009 -2.1875 -0.2025
21 H -1.7076 -2.1748 1.5278
22 H -2.4715 -0.0188 1.7324
23 H -1.5604 0.5662 0.3699
24 H 3.1644 -0.9744 0.3983
25 H 1.2811 0.6595 -1.8045
26 H -0.2822 0.8740 -1.1246
27 H 2.0307 2.1098 -0.3204
28 H 2.0546 0.8137 0.8276
29 H 0.9312 3.0713 1.3817
30 H 0.2990 1.5863 2.0180
31 Cl 5.8242 3.5136 1.8536
32 C 4.5013 2.8445 2.8097
33 Cl 4.4261 1.0928 2.5648
34 Cl 4.7759 3.1806 4.5198
35 Cl 2.9742 3.5878 2.3028
36 Cl -2.5321 -7.9777 1.1837
37 C -1.5784 -6.5063 0.9488
38 Cl -2.6048 -5.0960 1.2478
39 Cl -0.2225 -6.4976 2.0816
40 Cl -0.9679 -6.4504 -0.7025
41 Cl -1.0740 -0.3728 -4.1645
42 C -0.4770 -1.5838 -5.3028
43 Cl -0.4887 -0.9116 -6.9385
44 Cl 1.1710 -2.0420 -4.8645
45 Cl -1.5203 -3.0079 -5.2426
46 Cl -1.1236 7.4353 0.7136
47 C 0.1429 6.3817 1.3446
48 Cl -0.5955 5.0503 2.2363
49 Cl 1.1060 5.7419 -0.0014
50 Cl 1.1983 7.3030 2.4214

Cartesian forces (eV/Å) of the 2 atoms listed first:
-0.87 1.93 1.13
0.21 -1.12 -0.74

Output
- SMILES: O=C1O[C@H](CCC(F)=C(F)F)[C@](S)(CCCF)O1.ClC(Cl)(Cl)Cl.ClC(Cl)(Cl)Cl.ClC(Cl)(Cl)Cl.ClC(Cl)(Cl)Cl
- Highest occupied orbital energy: -8.89 eV


The following is a quantum chemistry calculation of C14H12Cl2N2OS2 in the gas phase in a non-equilibrium geometry, from the Open Molecules 2025 dataset.

Positions of all 33 atoms, in Å:
1 O -1.3291 2.0215 -2.7150
2 C -0.2661 1.4753 -2.5042
3 C 0.7944 2.0380 -1.5846
4 C 0.3133 3.2603 -0.7898
5 N -0.5742 2.9063 0.2817
6 C -2.0337 3.0133 0.1849
7 C -2.5199 2.1070 1.3224
8 C -1.2058 1.4918 1.7826
9 C -1.0982 0.5179 2.8099
10 C -2.1053 -0.0387 3.5596
11 C -1.6514 -0.9874 4.4929
12 C -0.3000 -1.1486 4.4481
13 Cl 0.6333 -2.2023 5.4177
14 S 0.4548 -0.1377 3.2545
15 N -0.1928 1.9671 1.1420
16 C 0.0754 0.2149 -3.1579
17 C -0.7101 -0.4647 -4.0570
18 C -0.1246 -1.6452 -4.5340
19 C 1.1119 -1.8597 -3.9910
20 Cl 2.1478 -3.1742 -4.3146
21 S 1.5767 -0.6181 -2.8839
22 H 1.6610 2.3041 -2.1944
23 H 1.1072 1.2654 -0.8784
24 H 1.1867 3.7633 -0.3616
25 H -0.2152 3.9526 -1.4471
26 H -2.3728 2.6760 -0.7989
27 H -2.3252 4.0581 0.3195
28 H -2.9828 2.6713 2.1332
29 H -3.2211 1.3415 0.9893
30 H -3.1400 0.2280 3.4452
31 H -2.2909 -1.5256 5.1680
32 H -1.6788 -0.1049 -4.3539
33 H -0.5830 -2.3102 -5.2421

Cartesian forces (eV/Å) of the 2 atoms listed first:
0.05 0.01 -0.02
0.21 0.12 0.19

Output
- SMILES: O=C(CCN1CCC(c2ccc(Cl)s2)=N1)c1ccc(Cl)s1
- Highest occupied orbital energy: -7.21 eV


The following is a quantum chemistry calculation of a molecular structure, C14H12ClLiN4O4S3Sb, from the Open Molecules 2025 dataset.

Positions of all 40 atoms, in Å:
1 Li -0.2466 0.4522 0.1578
2 S 2.8961 -1.2609 -2.8673
3 Sb 0.6297 -1.2403 -2.3983
4 S -0.3025 0.9131 -2.3624
5 S 0.0037 -2.0815 -0.3203
6 O -0.3809 3.4143 5.1316
7 C 0.5483 2.5056 5.3193
8 O 1.1987 2.4465 6.3454
9 C 0.7658 1.5355 4.2093
10 C 1.6898 0.5084 4.2042
11 Cl 2.8741 0.0869 5.3585
12 N 1.5691 -0.1702 3.0417
13 N 0.6216 0.3811 2.2699
14 C 0.1311 1.3995 2.9450
15 C -0.9261 2.2243 2.2459
16 O -1.4449 3.1680 2.9027
17 O -1.1751 1.9085 1.0728
18 C 2.3185 -1.2899 2.5597
19 C 2.8584 -1.2271 1.2870
20 C 3.5330 -2.3311 0.7866
21 C 3.6737 -3.4704 1.5631
22 C 3.1225 -3.5214 2.8377
23 C 2.4277 -2.4323 3.3384
24 H -0.8506 3.3203 4.1965
25 H 2.7297 -0.3329 0.6933
26 H 3.8994 -2.2966 -0.2312
27 H 4.1885 -4.3357 1.1633
28 H 3.2089 -4.4205 3.4360
29 H 1.9624 -2.4710 4.3145
30 C 0.3460 4.1995 -1.1457
31 N 1.7202 3.6971 -1.2110
32 C 2.2407 3.4490 -2.5571
33 C 2.0679 2.8222 -0.2720
34 N 2.3872 2.0571 0.5340
35 H -0.3515 3.4993 -1.6094
36 H 0.3168 5.1610 -1.6628
37 H 0.0576 4.3355 -0.1064
38 H 1.6520 2.6829 -3.0663
39 H 3.2713 3.1084 -2.4823
40 H 2.2118 4.3936 -3.1048

Cartesian forces (eV/Å) of the 2 atoms listed first:
-0.05 -0.09 -0.03
0.04 -0.02 0.01

Output
- <S²>: 0.760
- Spin multiplicity: 2
- Highest occupied orbital energy (alpha / beta): -1.11 / -1.90 eV
- Net charge: -2


The following is a quantum chemistry calculation of a molecular structure, C14H12CoF4N5S2 in a non-equilibrium geometry, from the Open Molecules 2025 dataset.

Positions of all 38 atoms, in Å:
1 Co 0.6593 0.0712 0.7659
2 C -0.5145 3.9216 1.7372
3 C -0.3791 2.5459 1.1597
4 N 0.3495 1.5976 1.7743
5 N 0.6462 1.6897 3.0857
6 C 0.5932 0.5823 3.7440
7 N 0.8470 0.5774 5.0956
8 S 0.0861 -0.9372 3.0592
9 C -1.0955 2.0392 0.0735
10 C -1.9420 2.7833 -0.7828
11 C -2.7481 2.1364 -1.6712
12 C -2.7340 0.7266 -1.7024
13 C -1.8243 0.0590 -0.9143
14 N -0.9917 0.6564 -0.0691
15 H 0.0914 3.9676 2.6376
16 H -1.5494 4.1377 1.9983
17 H -0.1728 4.6748 1.0283
18 H 1.3690 1.3718 5.4337
19 H 1.1454 -0.3187 5.4467
20 H -1.9264 3.8597 -0.7037
21 H -3.3897 2.6865 -2.3461
22 H -3.3997 0.1798 -2.3520
23 H -1.7553 -1.0209 -0.9716
24 F -0.2854 -2.0119 -4.2146
25 C 0.9248 -2.5115 -3.9005
26 F 1.8252 -1.7877 -4.5845
27 F 0.9468 -3.7354 -4.4910
28 C 1.1450 -2.5953 -2.4244
29 C 1.3973 -3.8089 -1.8215
30 C 1.5067 -3.8598 -0.4350
31 C 1.2531 -2.7116 0.2881
32 N 0.9760 -1.5407 -0.2759
33 C 1.0304 -1.4203 -1.6290
34 S 1.0143 0.1345 -2.2606
35 H 1.5205 -4.6989 -2.4214
36 H 1.7552 -4.7795 0.0658
37 H 1.2700 -2.7205 1.3702
38 F 2.3561 0.0616 1.2094

Cartesian forces (eV/Å) of the 2 atoms listed first:
-1.21 -0.57 -0.12
-0.19 -0.33 -0.03

Output
- <S²>: 0.764
- Spin multiplicity: 2
- ΔE to the lowest compared entry with this formula, charge and spin: 9.20 kcal per mole
- Highest occupied orbital energy (alpha / beta): -4.07 / -4.19 eV
- Net charge: -1


The following is a quantum chemistry calculation of a molecular structure, C14H12F3N4O8S2SbSe4Tc in a non-equilibrium geometry, from the Open Molecules 2025 dataset.

Positions of all 49 atoms, in Å:
1 Tc -0.5935 -0.1247 -0.1496
2 O -2.0334 -1.5738 0.6631
3 N -1.6484 -2.7609 0.5875
4 N -0.7408 -2.9590 -0.2921
5 O -0.3111 -1.9818 -1.1014
6 C -0.2689 -4.2820 -0.5408
7 C -0.6701 -5.3396 0.2695
8 C -0.2623 -6.6231 -0.0526
9 C 0.5451 -6.8527 -1.1605
10 C 0.9638 -5.7814 -1.9336
11 C 0.5593 -4.4875 -1.6304
12 H -1.3035 -5.1479 1.1220
13 H -0.5957 -7.4503 0.5616
14 H 0.8371 -7.8625 -1.4221
15 H 1.5960 -5.9474 -2.7969
16 H 0.8754 -3.6431 -2.2226
17 C -0.6013 3.0691 3.0257
18 S -0.1508 1.4362 2.4996
19 O -1.3491 0.6598 2.7078
20 O 1.0222 1.0434 3.2534
21 O 0.1225 1.6196 1.0049
22 H -1.6240 3.2543 2.7075
23 H 0.0868 3.7891 2.5840
24 H -0.5148 3.0844 4.1110
25 N 3.7353 4.2914 0.6687
26 C 2.7016 4.1407 0.1878
27 C 1.4025 3.9506 -0.4170
28 C 0.3206 4.7117 -0.0041
29 C -0.9112 4.4766 -0.6001
30 N -1.1019 3.5547 -1.5358
31 C -0.0522 2.8333 -1.9257
32 C 1.2230 2.9983 -1.4123
33 H 0.4336 5.4666 0.7625
34 H -1.7904 5.0560 -0.3377
35 H -0.2500 2.0803 -2.6790
36 H 2.0467 2.3866 -1.7509
37 Se -4.7548 1.6003 -3.9041
38 Sb -4.3354 2.2935 -1.6050
39 Se -2.4859 1.1251 -0.3209
40 Se -6.3813 2.2781 -0.2309
41 Se -4.4188 4.7651 -1.4274
42 F 2.9608 1.3069 1.3301
43 C 3.2230 0.0808 0.9658
44 F 4.1377 0.1432 -0.0284
45 F 3.7802 -0.5925 1.9780
46 S 1.8345 -0.9354 0.2411
47 O 2.5619 -2.0985 -0.1547
48 O 0.7630 -1.1034 1.2683
49 O 1.4171 0.0518 -0.8633

Cartesian forces (eV/Å) of the 2 atoms listed first:
-0.21 -0.97 0.71
0.39 0.38 0.45

Output
- <S²>: 3.803
- Spin multiplicity: 4
- ΔE to the lowest compared entry with this formula, charge and spin: 57.43 kcal per mole
- Highest occupied orbital energy (alpha / beta): -2.32 / -2.33 eV
- Net charge: -2


The following is a quantum chemistry calculation of a molecular structure, C14H12F3N5RhS2, from the Open Molecules 2025 dataset.

Positions of all 37 atoms, in Å:
1 Rh 2.2350 -0.5295 -0.9436
2 C 1.1495 0.0179 3.2091
3 C 1.1226 -0.2712 1.7452
4 N 2.2014 -0.1042 1.0015
5 N 3.3358 0.2510 1.6557
6 C 4.4236 0.1629 0.9478
7 N 5.5920 0.5298 1.4946
8 S 4.4246 -0.4482 -0.6739
9 C -0.1274 -0.5913 1.0558
10 C -1.3599 0.0164 1.6133
11 C -2.3527 0.5862 0.9332
12 C -2.2167 -0.5840 -1.3294
13 C -0.8065 -1.1221 -1.3517
14 N 0.2450 -0.2030 -1.9137
15 H 2.1142 0.3893 3.5235
16 H 0.9210 -0.9021 3.7532
17 H 0.3833 0.7504 3.4597
18 H 5.6150 0.8310 2.4537
19 H 6.4577 0.3877 1.0073
20 H -1.4339 -0.0339 2.6924
21 H -3.2118 0.9801 1.4628
22 H -2.5239 -0.3832 -2.3551
23 H -0.7498 -2.0216 -1.9690
24 F -2.8159 -2.2805 0.2641
25 C -3.1832 -1.6727 -0.8714
26 F -3.2585 -2.6234 -1.8144
27 F -4.4046 -1.1670 -0.6902
28 C -2.2953 0.7063 -0.5373
29 C -2.2234 1.8883 -1.1447
30 C -1.9735 2.0179 -2.5773
31 C -0.9731 1.4028 -3.2081
32 N 0.1703 0.8088 -2.5977
33 C -0.0620 -1.3870 -0.0450
34 S 1.3136 -2.4480 -0.2665
35 H -2.3465 2.7941 -0.5603
36 H -2.6004 2.6804 -3.1625
37 H -0.7856 1.5715 -4.2613

Cartesian forces (eV/Å) of the 2 atoms listed first:
-0.03 0.16 0.16
-0.04 -0.05 0.00

Output
- ΔE to the lowest compared entry with this formula, charge and spin: 144.29 kcal per mole
- Highest occupied orbital energy: -11.98 eV
- Net charge: +1


What did the sixth record say?
The following is a quantum chemistry calculation of a molecular structure, C14H12F3N4O8S2SbSe4Tc in a non-equilibrium geometry, from the Open Molecules 2025 dataset.

Positions of all 49 atoms, in Å:
1 Tc -0.5935 -0.1247 -0.1496
2 O -2.0334 -1.5738 0.6631
3 N -1.6484 -2.7609 0.5875
4 N -0.7408 -2.9590 -0.2921
5 O -0.3111 -1.9818 -1.1014
6 C -0.2689 -4.2820 -0.5408
7 C -0.6701 -5.3396 0.2695
8 C -0.2623 -6.6231 -0.0526
9 C 0.5451 -6.8527 -1.1605
10 C 0.9638 -5.7814 -1.9336
11 C 0.5593 -4.4875 -1.6304
12 H -1.3035 -5.1479 1.1220
13 H -0.5957 -7.4503 0.5616
14 H 0.8371 -7.8625 -1.4221
15 H 1.5960 -5.9474 -2.7969
16 H 0.8754 -3.6431 -2.2226
17 C -0.6013 3.0691 3.0257
18 S -0.1508 1.4362 2.4996
19 O -1.3491 0.6598 2.7078
20 O 1.0222 1.0434 3.2534
21 O 0.1225 1.6196 1.0049
22 H -1.6240 3.2543 2.7075
23 H 0.0868 3.7891 2.5840
24 H -0.5148 3.0844 4.1110
25 N 3.7353 4.2914 0.6687
26 C 2.7016 4.1407 0.1878
27 C 1.4025 3.9506 -0.4170
28 C 0.3206 4.7117 -0.0041
29 C -0.9112 4.4766 -0.6001
30 N -1.1019 3.5547 -1.5358
31 C -0.0522 2.8333 -1.9257
32 C 1.2230 2.9983 -1.4123
33 H 0.4336 5.4666 0.7625
34 H -1.7904 5.0560 -0.3377
35 H -0.2500 2.0803 -2.6790
36 H 2.0467 2.3866 -1.7509
37 Se -4.7548 1.6003 -3.9041
38 Sb -4.3354 2.2935 -1.6050
39 Se -2.4859 1.1251 -0.3209
40 Se -6.3813 2.2781 -0.2309
41 Se -4.4188 4.7651 -1.4274
42 F 2.9608 1.3069 1.3301
43 C 3.2230 0.0808 0.9658
44 F 4.1377 0.1432 -0.0284
45 F 3.7802 -0.5925 1.9780
46 S 1.8345 -0.9354 0.2411
47 O 2.5619 -2.0985 -0.1547
48 O 0.7630 -1.1034 1.2683
49 O 1.4171 0.0518 -0.8633

Cartesian forces (eV/Å) of the 2 atoms listed first:
-0.21 -0.97 0.71
0.39 0.38 0.45

Output
- <S²>: 3.803
- Spin multiplicity: 4
- ΔE to the lowest compared entry with this formula, charge and spin: 57.43 kcal per mole
- Highest occupied orbital energy (alpha / beta): -2.32 / -2.33 eV
- Net charge: -2